# C44H102N4O9

9 unconnected molecules or ions with the total composition C44H102N4O9 in a non-equilibrium geometry (wB97M-V/def2-TZVPD, OMol25).

Last column: Mulliken charge in e.
Cartesian coordinates (Å):
O -1.7084 0.3560 0.1264  -0.052
O -5.2757 -0.3894 0.7370  -0.552
O -4.4978 -2.0349 -8.0292  -0.481
O -0.1696 -4.3738 -0.4149  -0.350
O 2.2093 -1.4224 -2.5086  0.017
O 1.2741 5.9846 2.4403  -0.580
O -3.1336 -0.0331 3.0852  -0.517
O -1.0900 2.5085 -1.9799  -0.654
O 2.9543 -0.3726 8.2413  -0.421
N 3.5287 -1.5542 -2.6529  0.044
N 0.1123 5.3457 2.0594  1.009
N -3.4308 -1.5846 -7.1632  0.125
N 2.2187 -0.9553 7.2719  0.182
C -1.9286 -1.2088 -4.5178  -0.583
C 0.6101 -0.7282 5.3168  -0.894
C -1.1394 7.3140 2.9342  -1.689
C -3.8255 0.7589 -7.2159  -1.979
C -0.9530 6.3230 1.7797  1.126
C 1.0757 -2.1070 4.7286  -0.491
C -0.7269 7.1194 0.3928  -1.657
C -3.8023 -0.4965 -6.2999  1.943
C -3.8317 -3.7147 -5.7965  -1.499
C 0.8140 3.9052 -1.8819  -1.372
C -5.8304 2.0325 1.1848  -0.759
C -0.0754 4.2769 4.3890  -1.564
C 3.7127 -4.0841 -2.9000  -1.636
C -2.2047 -3.7000 -7.6191  -2.073
C 0.3315 -0.8087 0.9842  -0.248
C -0.7448 -5.4457 -1.0447  -0.219
C -5.6485 0.8743 0.2500  -0.015
C -2.6650 -0.0468 -5.2825  -1.518
C 2.4217 -3.1453 8.3377  -1.785
C -2.5951 4.4228 2.4607  -0.305
C -2.2626 -5.4659 -0.8124  -1.166
C 6.3719 -2.2423 -2.6999  -0.821
C 3.9682 -2.7414 -3.5497  1.747
C -2.3496 5.6600 1.5445  -1.299
C 1.6385 0.0255 6.3110  1.674
C 3.2282 -2.6331 -4.9117  -1.920
C -2.8198 -2.7970 -6.5101  2.189
C 1.0339 3.0173 2.4397  -1.499
C 2.7920 0.6747 5.4257  -1.362
C 1.4362 -2.9846 6.0033  -1.602
C 5.8502 -0.9496 -1.9784  -1.583
C 5.4038 -2.5024 -3.8796  -1.281
C 2.5308 -2.3646 6.9561  1.373
C 4.3514 -1.0429 -1.5822  1.668
C 4.2659 -1.8071 -0.2510  -1.259
C -0.2649 3.2384 -1.0688  2.260
C -1.5924 -2.2924 -5.6581  -1.818
C -0.7976 -0.7460 -0.1258  -0.027
C 4.0456 0.4853 -1.3338  -1.966
C -5.1330 -0.6495 -5.5562  -2.040
C -0.0470 4.0839 2.8282  1.776
C 0.7812 1.0472 7.0876  -1.949
C -1.4201 3.4294 2.4411  -0.357
C 3.8826 -2.4654 6.2316  -1.693
H -1.3109 1.6928 -1.5244  0.213
H 2.6931 -4.3403 -2.6121  0.297
H -4.7730 -3.1661 -5.8292  0.235
H 3.4370 -3.3783 -5.6793  0.387
H -2.4438 -5.8817 0.1787  0.329
H 2.8917 0.3424 4.3923  0.242
H -0.4400 6.4744 -0.4377  0.239
H 1.6015 -4.0392 5.7831  0.556
H 4.2490 -3.4773 6.4048  0.460
H -0.9463 4.8736 4.6603  0.368
H 0.1572 0.4796 7.7778  0.497
H 0.5911 -0.0123 4.4950  -0.128
H -3.2867 -3.7649 -4.8539  0.389
H 7.4306 -2.2376 -2.9593  0.452
H -2.6064 -6.2043 -1.5367  0.358
H 1.8149 5.9545 1.6477  0.361
H -1.8804 -4.7010 -7.3346  0.391
H 0.5176 -3.1515 6.5658  0.493
H 1.3905 1.6995 7.7133  0.425
H 1.5165 3.3260 1.5124  0.308
H -0.2479 7.9360 3.0138  0.357
H 3.9316 -2.2516 5.1639  0.255
H -3.2453 6.2361 1.7767  0.408
H -0.3454 3.4255 5.0138  -0.022
H 5.6573 -1.7479 -4.6242  0.331
H 3.5034 -1.6637 -5.3271  0.453
H -1.2831 6.7132 3.8323  0.305
H 6.4037 -0.6909 -1.0757  0.570
H -4.6567 -0.3317 1.4685  0.273
H -1.2214 3.0264 1.4480  -0.370
H -5.9260 -1.1431 -6.1179  0.418
H -5.0705 -1.1425 -4.5860  0.383
H -0.3201 -0.5261 -1.0806  -0.042
H -6.1073 2.9548 0.6741  0.385
H -4.9233 2.2623 1.7438  -0.025
H -0.2726 -6.3865 -0.7620  0.340
H -1.6678 2.5568 3.0455  0.376
H 0.8727 4.7428 4.6576  0.458
H -2.7023 -4.4923 -1.0292  0.268
H -1.1432 -0.7283 -3.9344  0.313
H -2.4472 5.4265 0.4843  0.382
H 0.0655 1.6222 6.4999  0.274
H -2.0139 7.9392 2.7539  0.430
H 4.1240 1.0780 -2.2452  0.497
H -0.1095 -0.6941 1.9744  -0.070
H -3.8346 -4.7122 -6.2360  0.318
H 0.8864 -1.7122 0.7315  0.200
H -0.5839 -5.3398 -2.1175  0.227
H 0.3225 -2.4819 4.0357  0.607
H 0.1181 7.7906 0.5463  0.427
H -0.3705 -0.6862 5.7907  0.490
H 1.6103 3.1716 -2.0080  0.164
H 1.0193 0.0342 0.9174  0.016
H 3.7517 0.3530 5.8303  0.305
H -2.6288 -1.6758 -3.8252  0.215
H 4.1113 -4.3632 -1.9247  0.278
H -2.6792 4.7545 3.4956  0.292
H 3.1959 -2.7625 9.0027  0.407
H 1.8470 3.1389 3.1554  0.454
H -2.7500 -0.7758 3.5516  0.236
H 3.7333 -0.2072 7.7053  0.436
H -1.3912 -3.1026 -8.0308  0.435
H -1.5892 7.6943 0.0552  0.330
H -4.6497 0.6604 -7.9223  0.455
H -6.6902 1.9013 1.8418  0.335
H 4.6290 -1.8858 6.7746  0.426
H 1.4595 -3.1947 8.8474  0.391
H 4.8087 -1.2660 0.5240  0.465
H -3.4954 3.9493 2.0690  -0.086
H -0.8211 -1.8068 -6.2558  0.438
H 6.3437 -3.0308 -1.9477  0.330
H -5.5173 0.3530 -5.3684  0.490
H 4.6043 0.9936 -0.5480  0.466
H -2.2978 0.1686 0.8606  -0.103
H -4.0212 -2.2520 -8.8337  0.361
H 2.1470 -2.5475 -4.8022  0.337
H 3.0131 0.6951 -1.0547  0.266
H -6.5679 0.6984 -0.3085  0.317
H -1.9308 0.6287 -5.7215  0.422
H -2.9005 0.8956 -7.7760  0.433
H 0.7893 1.9564 2.4912  -0.005
H 6.1482 -0.1074 -2.6028  0.431
H 4.1291 -4.7482 -3.6574  0.429
H 1.9532 -1.8676 4.1279  0.060
H 5.7937 -3.4225 -4.3150  0.544
H -2.8666 -3.9505 -8.4481  0.515
H 1.1835 4.7474 -1.2968  0.299
H -0.7428 4.0644 -0.5420  -0.886
H -3.1881 0.5209 -4.5130  0.493
H 2.0072 -0.8355 -3.2409  0.287
H -1.3828 -1.6624 -0.2026  0.370
H -1.0207 -3.0901 -5.1840  0.594
H 0.2288 4.2750 -2.7238  0.420
H -3.3589 0.5923 3.7739  0.262
H 3.2648 -1.9062 0.1687  -0.103
H 0.1300 2.5390 -0.3319  -0.498
H 4.5936 -2.8351 -0.4055  0.301
H 2.6368 -4.2100 8.4287  0.411
H -4.2482 1.7132 -6.9016  0.406
H -4.8266 1.1133 -0.4249  0.084
H 2.7894 1.7640 5.4642  0.364
H 0.7683 -4.3307 -0.6148  0.222

E_LUMO = 0.0052 Eh
max |F| = 0.0929 Eh/bohr
structure (SMILES) = CC1(C)CCCC(C)(C)N1O.CC1(C)CCCC(C)(C)N1O.CC1(C)CCCC(C)(C)N1O.CC1(C)CCCC(C)(C)N1O.CCO.CCO.CCO.CCO.O
net charge = 0
gap between HOMO and LUMO = 8.201 eV
E_tot = -2633.4334 hartree

***

# C3H5NS

2 unconnected molecules or ions with the total composition C3H5NS in a non-equilibrium geometry (wB97M-V/def2-TZVPD, OMol25).

Last column: Mulliken charge in e.
Cartesian coordinates (Å):
S 3.5678 -0.3501 -0.0624  -0.205
N -0.9178 1.0734 0.1390  -0.305
C 2.0496 -0.8194 -0.0713  -0.281
C -1.7272 -0.0611 -0.1450  -0.739
C 0.2364 1.3613 0.1790  0.008
H 1.7167 -1.7015 0.4251  0.229
H -2.2463 -0.3816 0.6819  0.349
H -2.5242 0.0834 -0.9719  0.269
H -1.3104 -1.0487 -0.3081  0.313
H 1.1553 1.8443 0.1336  0.362

relative energy (zero: lowest compared OMol25 entry of this formula, charge and spin) = 130.7 kcal/mol
E_LUMO (spin up / spin down) = -0.0042 / 0.0040 Eh
max |F| = 0.0584 Eh/bohr
net charge = 0
gap between HOMO and LUMO (spin up / spin down) = 6.129 / 7.416 eV
E_tot = -570.0263 hartree

***

Which formula does entry 2 have?
C3H5NS